Here is a molecular structure, C48H53F5N6OTeW at a distorted geometry from OMol25. Energies are from the ωB97M-V functional and the def2-TZVPD basis.

Each line ends with the Mulliken charge.
Cartesian coordinates (Å):
W -0.35 0.01 -0.15  2.92
C -4.89 -3.22 1.42  -0.71
C -4.61 -3.62 -0.03  -1.25
C -3.74 -2.58 -0.66  0.21
C -4.13 -1.45 -1.33  0.75
C -5.50 -0.98 -1.66  -1.24
C -5.90 0.17 -0.72  -0.87
C -2.94 -0.70 -1.59  0.57
C -2.89 0.46 -2.34  -0.55
C -1.73 1.14 -2.68  0.50
C -1.65 2.23 -3.61  0.59
C -2.81 2.91 -4.23  -1.18
C -3.28 4.05 -3.31  -1.04
C -0.32 2.56 -3.69  0.97
C 0.38 1.70 -2.78  -0.01
C 1.72 1.83 -2.46  -0.64
C 2.38 1.12 -1.46  -0.07
N 1.77 0.23 -0.58  -0.46
C 2.81 -0.24 0.21  -0.07
C 2.69 -1.26 1.13  -0.77
C 1.59 -2.10 1.23  0.33
N 0.42 -1.94 0.49  -0.55
C -0.29 -3.12 0.73  0.60
C -1.56 -3.37 0.25  -0.88
C -2.32 -2.48 -0.49  0.08
N -1.82 -1.33 -1.05  -0.92
C 0.41 -3.97 1.65  0.82
C 1.57 -3.32 1.98  0.58
C 2.65 -3.77 2.90  -1.44
C 3.69 -4.61 2.15  -1.08
C -0.08 -5.27 2.17  -1.32
C 0.05 -6.41 1.15  -1.20
C 4.06 0.37 -0.16  0.46
C 3.79 1.20 -1.22  0.87
C 4.76 2.00 -2.02  -1.08
C 4.78 3.48 -1.61  -1.14
C 5.39 0.01 0.40  -1.40
C 5.96 -1.19 -0.38  -1.16
N -0.48 0.80 -2.19  -0.83
C 0.31 3.58 -4.59  -1.41
C 0.88 2.89 -5.83  -1.25
H -5.53 -3.96 1.89  0.44
H -5.39 -2.26 1.47  0.22
H -3.96 -3.15 1.99  0.01
H -5.55 -3.69 -0.58  0.47
H -4.12 -4.60 -0.07  0.42
H -6.21 -1.80 -1.55  0.31
H -5.54 -0.64 -2.70  0.50
H -5.95 -0.18 0.31  0.24
H -6.87 0.55 -0.99  0.44
H -5.17 0.98 -0.75  0.15
H -3.82 0.83 -2.74  0.48
H -3.63 2.22 -4.41  0.51
H -2.52 3.33 -5.20  0.46
H -3.52 3.67 -2.32  0.22
H -4.16 4.52 -3.72  0.43
H -2.50 4.80 -3.21  0.29
H 2.30 2.54 -3.01  0.62
H 3.55 -1.51 1.73  0.62
H -2.03 -4.30 0.55  0.55
H 2.22 -4.38 3.70  0.56
H 3.13 -2.91 3.36  0.45
H 3.25 -5.53 1.78  0.27
H 4.50 -4.87 2.83  0.43
H 4.10 -4.06 1.31  0.20
H -1.13 -5.18 2.46  0.37
H 0.49 -5.54 3.06  0.41
H -0.51 -6.20 0.24  0.31
H -0.33 -7.33 1.59  0.45
H 1.09 -6.57 0.87  0.29
H 4.50 1.92 -3.08  0.51
H 5.75 1.58 -1.89  0.44
H 3.80 3.94 -1.70  0.21
H 5.48 4.02 -2.25  0.46
H 5.11 3.59 -0.58  0.32
H 5.32 -0.24 1.46  0.52
H 6.08 0.85 0.30  0.48
H 5.31 -2.05 -0.28  0.25
H 6.95 -1.44 -0.01  0.44
H 6.04 -0.94 -1.44  0.34
H 1.11 4.11 -4.07  0.36
H -0.44 4.31 -4.89  0.45
H 1.62 2.15 -5.56  0.30
H 1.34 3.63 -6.48  0.44
H 0.09 2.39 -6.38  0.36
C -0.96 -1.31 5.48  -0.95
C -0.01 -0.31 5.54  -0.92
C 0.44 0.29 4.38  -0.79
C -0.05 -0.12 3.13  0.50
C -1.02 -1.13 3.08  0.49
C -1.47 -1.71 4.25  -0.98
N 0.38 0.51 1.93  1.96
N 1.16 1.51 2.19  -1.06
C 1.36 2.58 1.42  -0.05
C 2.25 3.58 1.88  -0.62
C 2.18 4.85 1.37  -1.10
C 1.27 5.16 0.36  -0.72
C 0.43 4.19 -0.16  -0.77
C 0.47 2.89 0.34  1.29
H -1.33 -1.77 6.38  0.50
H 0.38 0.01 6.49  0.49
H 1.19 1.07 4.42  0.55
H -1.46 -1.46 2.14  -0.05
H -2.23 -2.47 4.20  0.53
H 2.95 3.32 2.66  0.61
H 2.81 5.62 1.78  0.52
H 1.21 6.17 -0.01  0.56
H -0.29 4.43 -0.94  0.72
F -2.25 3.19 3.85  -0.35
Te -1.84 2.34 2.13  1.82
F -2.94 2.38 0.49  -0.57
F -1.97 0.17 0.85  -0.75
F -1.84 4.23 1.60  -0.43
F -3.43 1.35 2.69  -0.44
O -0.42 1.96 -0.02  -0.69

Its multiplicity is 1. The max |F| comes out at 6.17 eV/Å. The orbital gap (alpha / beta) is 4.914 / 4.130 eV. The net charge is +2. As for the HOMO energy (alpha / beta): -0.4720 / -0.4679 hartree. As for the energy above the lowest of the compared OMol25 structures with the same formula, charge and spin: 60.9 kJ/mol.

---

Here is C4H11N3O2 in the gas phase at a distorted geometry from OMol25. Energies are from the ωB97M-V functional and the def2-TZVPD basis.

Each line ends with the Mulliken charge.
Cartesian coordinates (Å):
C 1.67 1.31 0.22  -1.50
C 1.06 -0.02 -0.09  0.76
N 1.79 -0.91 -0.76  -0.36
C -0.02 -0.53 0.82  -0.17
O -0.19 -1.94 0.57  -0.63
H -0.93 -2.24 1.10  0.32
H 1.41 -1.84 -0.86  0.23
H 2.44 -0.58 -1.46  0.24
H 0.19 -0.33 1.87  0.41
H 2.38 1.19 1.04  0.32
H 2.20 1.71 -0.65  0.41
H 0.89 2.01 0.53  0.35
C -1.24 0.41 0.33  0.68
N -0.56 0.56 -1.18  -0.61
N -2.51 -0.27 0.12  -0.67
O -1.31 1.50 0.98  -0.80
H -3.13 -0.11 0.90  0.25
H -0.84 1.49 -1.48  0.26
H -0.87 -0.17 -1.82  0.26
H -2.46 -1.24 -0.19  0.23

Its multiplicity is 1. The max |F| comes out at 1.35 eV/Å. The orbital gap is 8.398 eV. As for the HOMO energy: -0.2872 hartree. As for the energy above the lowest of the compared OMol25 structures with the same formula, charge and spin: 258.0 kJ/mol.

---

Here is a molecular structure, C18H11Cl5N2Rh from OMol25. Energies are from the ωB97M-V functional and the def2-TZVPD basis.

Each line ends with the Mulliken charge.
Cartesian coordinates (Å):
Rh 0.45 0.06 0.45  -0.33
C -0.83 2.12 -1.18  -0.59
N -0.96 1.35 0.05  -0.07
C -1.89 1.46 0.95  -0.12
C -1.77 0.61 2.07  0.09
C -2.47 0.38 3.25  -0.79
C -1.75 -0.58 3.96  -0.73
C -0.63 -0.91 3.19  -0.36
N -0.63 -0.18 2.06  0.14
C 0.66 2.28 -1.42  0.50
C 1.26 3.52 -1.57  -0.85
C 2.64 3.61 -1.70  -0.50
C 3.44 2.48 -1.67  -0.68
C 2.86 1.23 -1.51  -0.63
C 1.47 1.14 -1.40  0.73
H -1.32 3.09 -1.08  0.55
H -1.30 1.58 -2.01  0.23
H -2.70 2.17 0.83  0.46
H -3.38 0.86 3.56  0.47
H -1.99 -1.00 4.91  0.44
H 0.16 -1.62 3.40  0.48
H 0.65 4.42 -1.58  0.40
H 3.10 4.59 -1.83  0.40
H 4.51 2.57 -1.77  0.41
H 3.46 0.34 -1.50  0.48
H 1.01 0.13 -1.50  0.02
Cl 2.09 -1.77 0.90  -0.06
C 0.75 -2.55 0.06  1.41
C -0.23 -1.64 -0.25  -0.67
C -1.36 -2.08 -0.90  0.32
Cl -2.63 -1.00 -1.33  -0.16
C -1.47 -3.44 -1.23  0.18
Cl -2.86 -4.01 -2.04  -0.15
C -0.45 -4.35 -0.89  0.44
Cl -0.59 -6.00 -1.29  -0.14
C 0.70 -3.90 -0.23  -0.15
Cl 1.98 -4.94 0.21  -0.16

Its multiplicity is 1. The max |F| comes out at 0.13 eV/Å. The orbital gap is 7.315 eV. The net charge is +1. As for the HOMO energy: -0.4248 hartree. As for the energy above the lowest of the compared OMol25 structures with the same formula, charge and spin: 0.0 kJ/mol.

---

Here is a gas-phase ion, C5H12N2O (charge +1) at a distorted geometry from OMol25. Energies are from the ωB97M-V functional and the def2-TZVPD basis.

Each line ends with the Mulliken charge.
Cartesian coordinates (Å):
C 0.52 -1.59 -1.73  -0.57
O 0.93 -2.85 -1.25  -0.50
C -0.65 -1.11 -0.83  -0.47
C -0.93 0.39 -0.86  -0.61
C -0.30 1.13 0.28  0.37
C -0.39 0.67 1.58  -0.31
N 0.37 1.30 2.58  -0.52
N 0.45 2.26 -0.04  -0.46
H 0.25 -1.73 -2.77  0.34
H 1.33 -0.85 -1.75  0.30
H 1.41 -2.84 -0.42  0.30
H -0.53 -1.50 0.17  0.41
H -1.50 -1.63 -1.27  0.28
H -2.00 0.61 -0.68  0.36
H -0.69 0.86 -1.81  0.36
H -1.05 -0.16 1.84  0.43
H 1.18 0.75 2.90  0.30
H -0.26 1.27 3.40  0.34
H 1.46 2.08 -0.03  0.32
H 0.37 2.96 0.70  0.34

As for the expectation value of S²: 0.76. Its multiplicity is 2. The max |F| comes out at 2.32 eV/Å. The orbital gap (alpha / beta) is 9.618 / 5.816 eV. The net charge is +1. As for the HOMO energy (alpha / beta): -0.5053 / -0.5051 hartree. As for the energy above the lowest of the compared OMol25 structures with the same formula, charge and spin: 149.9 kJ/mol.

---

no.,total energy (eV)
1,-84319.4843
2,-12890.1556
3,-87438.0370
4,-10397.7483